Record 1
A cluster of 2 separate species, C4H13N2O in total in a non-equilibrium geometry, computed with ωB97M-V/def2-TZVPD.

Its gap between HOMO and LUMO is 0.3304 hartree. The energy above the lowest of the compared OMol25 structures with the same formula, charge and spin is 41.7 kcal per mole. The total energy is -9379.776 eV.

Structure (ORCA input):
```
! wB97M-V def2-TZVPD RIJCOSX def2/J DEFGRID3
* xyz 1 1
C 1.24 -1.88 -1.07
C 1.12 -0.53 -0.35
C -0.10 0.31 -0.45
C -0.20 1.24 -1.43
N -1.22 2.09 -1.69
N -1.02 0.19 0.67
H 0.99 -1.74 -2.13
H 0.52 -2.67 -0.76
H 2.19 -2.41 -1.05
H 1.33 -0.71 0.73
H 2.05 0.00 -0.65
H 0.68 1.36 -2.04
H -2.15 1.99 -1.34
H -1.10 2.67 -2.49
H -1.57 -0.68 0.62
H -0.50 0.02 1.56
H -1.68 0.96 0.77
H -0.34 0.67 3.95
H -0.22 -0.85 3.81
O -0.03 -0.02 3.36
*
```

Results of the Mulliken charge analysis, in e, for atoms 1 through 5:
1. C -1.12
2. C -0.72
3. C 0.08
4. C 0.04
5. N -0.46



Record 2
A structure of composition C42H41N6O3P2S5Sr in a non-equilibrium geometry, computed with ωB97M-V/def2-TZVPD.

Its gap between HOMO and LUMO (alpha / beta) is 0.1943 / 0.2017 hartree. The energy above the lowest of the compared OMol25 structures with the same formula, charge and spin is 91.5 kcal per mole. The total energy is -132894.302 eV.

Structure (ORCA input):
```
! wB97M-V def2-TZVPD RIJCOSX def2/J DEFGRID3
* xyz -1 1
Sr -1.67 -1.68 -1.03
C -4.20 -5.66 -0.67
S -4.16 -4.98 1.00
C -3.49 -3.31 0.76
S -4.47 -2.26 -0.09
N -2.37 -3.10 1.49
N -1.64 -2.05 1.50
C -0.64 -2.17 2.45
C 0.42 -1.35 2.71
C 1.31 -1.75 3.79
C 2.47 -1.11 4.03
C 2.87 -0.03 3.17
C 2.00 0.41 2.24
N 0.73 -0.12 2.10
H -4.72 -6.61 -0.61
H -3.20 -5.80 -1.06
H -4.76 -5.00 -1.34
H -0.71 -3.07 3.06
H 1.02 -2.60 4.37
H 3.12 -1.43 4.83
H 3.86 0.41 3.23
H 2.26 1.16 1.52
C 4.39 5.11 0.19
S 5.04 4.55 -1.40
C 3.67 3.53 -1.98
C 3.29 2.37 -1.07
C 2.39 1.35 -1.75
N 2.13 0.25 -0.85
P -0.50 0.72 1.19
C 0.18 2.39 0.85
C -0.11 2.88 -0.41
C 0.15 4.20 -0.73
C 0.71 5.04 0.21
C 1.01 4.56 1.48
C 0.73 3.24 1.81
C -1.56 1.31 2.61
C -1.59 0.77 3.89
C -2.44 1.29 4.86
C -3.26 2.37 4.57
C -3.22 2.93 3.30
C -2.37 2.41 2.34
P 1.38 -1.04 -1.50
C 1.80 -2.41 -0.35
C 1.03 -3.57 -0.37
C 1.31 -4.62 0.50
C 2.37 -4.51 1.39
C 3.15 -3.36 1.40
C 2.86 -2.31 0.54
C 2.35 -1.64 -2.96
C 1.74 -2.28 -4.03
C 2.50 -2.75 -5.09
C 3.87 -2.56 -5.10
C 4.49 -1.91 -4.04
C 3.73 -1.46 -2.97
H 5.10 5.82 0.60
H 4.27 4.28 0.88
H 3.43 5.61 0.05
H 4.01 3.16 -2.95
H 2.80 4.18 -2.17
H 2.80 2.74 -0.17
H 4.20 1.85 -0.75
H 2.90 1.03 -2.68
H 1.48 1.86 -2.11
H -0.56 2.21 -1.14
H -0.08 4.57 -1.72
H 0.92 6.08 -0.04
H 1.45 5.22 2.22
H 0.92 2.89 2.81
H -0.95 -0.06 4.15
H -2.45 0.85 5.84
H -3.92 2.77 5.33
H -3.84 3.79 3.06
H -2.33 2.88 1.36
H 0.22 -3.69 -1.09
H 0.70 -5.51 0.48
H 2.59 -5.32 2.07
H 3.97 -3.27 2.09
H 3.44 -1.40 0.54
H 0.66 -2.41 -4.04
H 2.02 -3.25 -5.92
H 4.47 -2.92 -5.93
H 5.56 -1.76 -4.04
H 4.19 -0.95 -2.13
O -3.45 -4.52 -3.97
S -2.65 -3.54 -3.29
O -1.76 -2.72 -4.08
O -2.00 -3.97 -2.05
S -4.03 -2.00 -2.49
N -8.01 3.18 -1.48
C -6.99 2.69 -1.34
C -5.70 2.08 -1.16
C -5.39 1.42 0.02
C -4.13 0.86 0.15
N -3.20 0.93 -0.80
C -3.51 1.55 -1.94
C -4.74 2.14 -2.17
H -6.12 1.34 0.82
H -3.86 0.33 1.05
H -2.74 1.57 -2.70
H -4.95 2.64 -3.11
*
```

Results of the Mulliken charge analysis, in e, for atoms 1 through 5:
1. Sr 0.93
2. C -0.65
3. S -0.16
4. C 0.11
5. S -0.14



Record 3
The ion C3H7N2OS2 with charge +1 in a non-equilibrium geometry, computed with ωB97M-V/def2-TZVPD.

Its gap between HOMO and LUMO is 0.3136 hartree. The energy above the lowest of the compared OMol25 structures with the same formula, charge and spin is 7.8 kcal per mole. The total energy is -29914.653 eV.

Structure (ORCA input):
```
! wB97M-V def2-TZVPD RIJCOSX def2/J DEFGRID3
* xyz 1 1
C 0.42 -1.09 -0.68
C -0.24 0.04 0.29
C -1.06 1.12 -0.37
N 1.22 -2.10 -0.21
N 0.72 0.62 1.26
O -0.16 -1.13 -1.75
S -0.68 2.71 0.04
S -2.29 0.63 -1.42
H -0.98 -0.63 0.88
H 1.48 -2.76 -0.88
H 1.64 0.05 1.22
H 0.35 2.46 0.79
H 0.35 0.46 2.17
H 1.95 -2.14 0.58
H -2.73 1.76 -1.91
*
```

Results of the Mulliken charge analysis, in e, for atoms 1 through 5:
1. C 0.44
2. C 0.00
3. C 0.39
4. N -0.39
5. N -0.67



Record 4
A structure of composition C53H54Ge2NPtS5, computed with ωB97M-V/def2-TZVPD.

Its gap between HOMO and LUMO (alpha / beta) is 0.2561 / 0.2463 hartree. The energy above the lowest of the compared OMol25 structures with the same formula, charge and spin is 5.1 kcal per mole. The total energy is -227792.270 eV. Its expectation value of S² is 2.0092.

Structure (ORCA input):
```
! wB97M-V def2-TZVPD RIJCOSX def2/J DEFGRID3
* xyz -1 3
Pt 0.84 3.45 -0.36
S 0.43 5.66 0.86
C 2.15 5.62 0.86
C 3.00 6.48 1.59
C 4.36 6.25 1.55
C 4.87 5.19 0.80
C 3.98 4.39 0.11
N 2.67 4.61 0.13
H 2.56 7.27 2.18
H 5.03 6.89 2.11
H 5.93 4.98 0.77
H 4.32 3.55 -0.48
C 6.46 0.96 -0.95
C 5.50 0.38 0.06
C 5.32 0.96 1.31
C 4.41 0.45 2.22
C 4.25 1.10 3.58
C 3.65 -0.68 1.87
C 3.89 -1.33 0.66
C 3.22 -2.64 0.31
C 4.80 -0.78 -0.23
C 2.62 -1.20 2.82
C 3.05 -1.95 3.90
C 2.15 -2.50 4.80
C 0.80 -2.31 4.59
C 0.33 -1.57 3.50
C 1.24 -0.99 2.61
Ge 0.68 0.25 1.12
S 1.40 2.22 1.67
S -1.54 0.37 0.61
Ge -0.77 0.57 -1.51
S -0.27 2.58 -2.23
S 1.18 -0.47 -0.99
C -1.98 -0.28 -2.89
C -1.59 -1.39 -3.65
C -2.40 -1.83 -4.70
C -3.60 -1.20 -4.99
C -4.01 -0.13 -4.21
C -3.22 0.34 -3.17
C -3.78 1.42 -2.30
C -3.78 2.76 -2.68
C -3.26 3.20 -4.03
C -4.28 3.71 -1.80
C -4.80 3.36 -0.57
C -5.30 4.40 0.40
C -4.87 2.01 -0.23
C -4.38 1.03 -1.09
C -4.54 -0.43 -0.73
C -0.36 -2.19 -3.39
C -0.40 -3.22 -2.45
C -1.64 -3.49 -1.64
C 0.74 -4.00 -2.26
C 1.91 -3.76 -2.96
C 3.13 -4.62 -2.75
C 1.93 -2.72 -3.88
C 0.81 -1.93 -4.10
C 0.87 -0.77 -5.07
C -1.16 -1.48 3.37
C -1.87 -0.42 3.92
C -1.17 0.76 4.56
C -3.26 -0.43 3.84
C -3.95 -1.46 3.23
C -5.46 -1.48 3.17
C -3.22 -2.50 2.66
C -1.83 -2.53 2.72
C -1.06 -3.66 2.09
H 6.89 1.89 -0.58
H 5.94 1.17 -1.89
H 7.27 0.27 -1.16
H 5.87 1.86 1.56
H 4.85 2.01 3.64
H 4.57 0.42 4.37
H 3.21 1.36 3.75
H 2.59 -3.01 1.12
H 3.98 -3.40 0.10
H 2.60 -2.54 -0.58
H 4.96 -1.28 -1.19
H 4.12 -2.11 4.04
H 2.50 -3.08 5.64
H 0.07 -2.74 5.28
H -2.08 -2.69 -5.29
H -4.23 -1.56 -5.80
H -4.96 0.36 -4.40
H -2.77 2.40 -4.56
H -2.55 4.02 -3.90
H -4.09 3.57 -4.64
H -4.24 4.76 -2.09
H -5.23 5.40 -0.03
H -4.71 4.38 1.32
H -6.34 4.22 0.67
H -5.31 1.72 0.72
H -5.17 -0.53 0.16
H -3.57 -0.89 -0.51
H -4.99 -0.98 -1.55
H -2.54 -3.25 -2.20
H -1.63 -2.86 -0.73
H -1.68 -4.53 -1.32
H 0.72 -4.80 -1.52
H 2.99 -5.31 -1.93
H 4.01 -4.00 -2.53
H 3.36 -5.20 -3.65
H 2.85 -2.50 -4.43
H 1.87 -0.66 -5.49
H 0.61 0.16 -4.57
H 0.16 -0.90 -5.89
H -0.12 0.56 4.73
H -1.64 1.01 5.51
H -1.24 1.63 3.91
H -3.82 0.41 4.26
H -5.88 -0.57 3.60
H -5.85 -2.33 3.73
H -5.80 -1.57 2.14
H -3.74 -3.31 2.15
H -1.73 -4.35 1.59
H -0.49 -4.21 2.84
H -0.35 -3.27 1.36
*
```

Results of the Mulliken charge analysis, in e, for atoms 1 through 5:
1. Pt 0.95
2. S -0.44
3. C 0.51
4. C -0.74
5. C -0.20